Density functional theory data (ωB97M-V/def2-TZVPD) for 3 unconnected molecules or ions with the total composition C18H35N2O6.

* net charge: +1
* spin multiplicity: 1
* E: -1267.3215 hartree
* HOMO: -10.90 eV

```
61
Properties=species:S:1:pos:R:3:forces:R:3:lowdin_charge:R:1
C -1.956042 3.035049 -2.824020 0.82 -0.44 1.11 0.0920
C -1.141196 3.497341 -2.029486 0.13 -1.20 0.37 -0.1210
C -0.047172 3.698542 -0.906332 -1.26 -0.38 -0.68 -0.1051
C -0.718044 3.816764 0.517889 2.22 0.24 0.44 -0.1638
C 0.039751 3.808329 1.790311 -4.32 0.15 -2.56 0.0554
N -1.031648 3.902308 2.765520 -0.70 0.09 -3.35 0.0856
C -2.254139 3.970717 2.103293 0.21 0.08 -0.35 -0.0180
N -2.129198 3.945713 0.696764 3.92 -0.37 4.90 0.1614
H -2.627792 2.367357 -3.438425 1.06 1.58 0.84 0.0789
H 0.620425 2.772415 -0.865966 -0.98 1.21 -0.29 0.1348
H 0.607006 4.580765 -1.163759 -0.82 -0.83 0.50 0.1270
H 1.150820 3.750238 1.973165 -1.75 0.06 -0.04 0.1531
H -0.894585 3.925493 3.784375 -0.39 -0.07 -0.71 0.1706
H -3.254003 4.032155 2.609001 1.40 -0.05 -0.48 0.1665
H -2.864955 3.999641 -0.015617 0.48 -0.13 0.32 0.1739
C 1.414247 -3.790256 4.498304 -0.16 0.07 0.09 -0.1054
O 0.790912 -2.696939 5.144764 0.13 0.20 -0.20 -0.2079
C 1.654837 -2.065152 6.082991 -0.56 -0.11 -0.07 -0.1958
C 1.150924 -0.668385 6.406951 0.38 -0.06 0.14 -0.1685
O 1.504692 0.299415 5.415169 -0.32 -0.04 -0.21 -0.1312
C 0.761804 0.239947 4.201865 0.19 0.28 0.26 -0.1775
C -0.654789 0.780378 4.343274 -0.16 -0.80 -0.06 -0.2253
O -1.506543 -0.203702 4.906577 0.08 0.33 0.12 -0.1902
C -2.710682 0.351335 5.397612 0.18 -0.22 -0.01 -0.1010
H 1.719517 -4.546814 5.227916 0.10 -0.04 -0.06 0.0907
H 0.695378 -4.234294 3.809008 -0.02 0.07 0.11 0.0894
H 2.281944 -3.450271 3.923413 0.10 -0.09 0.05 0.0878
H 2.672953 -2.004417 5.681713 0.02 0.04 0.06 0.1299
H 1.659186 -2.673737 6.994966 0.19 0.08 0.10 0.1304
H 1.649216 -0.335976 7.322547 0.05 0.01 -0.15 0.1302
H 0.078797 -0.655819 6.606631 -0.02 -0.19 -0.15 0.1210
H 0.774187 -0.766012 3.779036 -0.27 -0.03 0.08 0.1261
H 1.300947 0.888473 3.503560 0.01 0.04 0.06 0.1167
H -1.050423 1.034499 3.349739 0.05 0.18 -0.12 0.1102
H -0.644559 1.679540 4.974138 0.08 0.06 0.07 0.1151
H -2.501852 1.065689 6.201451 -0.07 0.10 -0.03 0.0898
H -3.316304 -0.457932 5.805983 0.09 0.03 -0.10 0.0965
H -3.268424 0.840851 4.591300 -0.08 0.09 0.01 0.0801
C 1.610237 -4.451075 -5.319254 0.04 0.21 -0.08 -0.1085
O 1.234319 -3.151719 -5.731528 -0.16 -0.02 0.23 -0.2070
C 0.009163 -3.152496 -6.455970 0.48 0.31 0.01 -0.1973
C -0.591724 -1.756299 -6.480268 -0.29 -0.23 -0.06 -0.1725
O -1.292306 -1.426157 -5.279245 0.29 0.09 0.09 -0.1345
C -0.475958 -1.127099 -4.149323 -0.30 0.16 -0.11 -0.1774
C 0.185686 0.241054 -4.237845 0.52 -0.44 -0.13 -0.2123
O 1.346827 0.178164 -5.053860 -0.20 0.14 -0.09 -0.1976
C 1.775800 1.459946 -5.468132 0.01 -0.29 -0.02 -0.1047
H 1.738644 -5.108600 -6.185019 -0.04 -0.11 0.06 0.0893
H 2.559180 -4.379100 -4.786722 -0.05 0.08 -0.09 0.0886
H 0.860810 -4.867816 -4.638187 -0.03 -0.13 -0.06 0.0873
H -0.702136 -3.850351 -5.999437 -0.05 0.02 -0.04 0.1288
H 0.228210 -3.475020 -7.480932 -0.21 -0.06 -0.07 0.1287
H -1.348864 -1.731029 -7.270014 -0.01 -0.05 0.14 0.1285
H 0.149892 -0.995454 -6.726973 0.18 -0.15 0.11 0.1208
H 0.250241 -1.920530 -3.964937 0.18 0.15 -0.11 0.1226
H -1.160966 -1.114328 -3.296121 -0.04 0.04 -0.07 0.1228
H 0.499783 0.561395 -3.235344 -0.18 0.11 0.13 0.1161
H -0.525973 0.968070 -4.646786 -0.06 0.00 0.03 0.1128
H 1.003959 1.942427 -6.077271 -0.01 0.13 0.07 0.0895
H 2.670107 1.337688 -6.080068 -0.06 -0.06 0.10 0.0924
H 2.019886 2.085080 -4.602388 -0.03 0.13 -0.01 0.0814
```
Forces are in eV/Å.



Density functional theory data (ωB97M-V/def2-TZVPD) for a single C6H6N2O molecule.

* spin multiplicity: 1
* E: -416.8031 hartree
* SMILES string: [H]/N=C1\NC=C2OCC=C21
* HOMO: -8.16 eV

```
15
Properties=species:S:1:pos:R:3:forces:R:3:lowdin_charge:R:1
C -0.563713 1.495753 0.250123 1.18 0.94 1.41 -0.4605
C -1.142151 -0.180123 -1.511049 -1.10 3.66 -1.67 0.0325
C -0.148909 -0.620034 -0.839872 5.21 -2.42 2.12 -0.2952
C 1.280061 -1.801341 0.469248 3.66 -2.12 0.18 -0.1656
C 1.311852 -0.394936 1.001182 -3.15 0.76 0.78 0.0060
C 0.324609 0.297116 0.265575 2.33 -2.48 1.50 -0.0700
H -1.541993 2.953842 1.213276 2.55 -0.90 -0.83 0.0767
H -2.065783 1.737757 -1.419603 2.34 -0.27 2.48 0.1798
H -1.475583 -0.407484 -2.570092 0.09 0.44 1.82 0.1406
H 2.457404 -2.217193 0.541305 -3.04 0.90 -1.08 0.1577
H 0.798264 -2.575265 1.268110 0.17 1.79 -2.40 0.1567
H 1.781985 -0.302186 2.096466 -1.08 0.52 -2.89 0.1628
N -0.564966 2.450775 1.146861 -2.64 -0.69 -0.46 0.0795
N -1.211884 1.278662 -0.907184 -5.25 -1.00 -4.97 0.0417
O 0.760807 -1.715343 -1.004346 -1.28 0.87 4.00 -0.0428
```
Forces are in eV/Å.



Density functional theory data (ωB97M-V/def2-TZVPD) for a molecular structure, C25H40BrCl3N3O3ScSi.

* spin multiplicity: 1
* E: -6371.5552 hartree
* HOMO: -7.44 eV

```
77
Properties=species:S:1:pos:R:3:forces:R:3:lowdin_charge:R:1
C -2.309466 -2.508180 -5.319853 0.13 -0.86 -0.42 -0.0557
C -1.464901 -2.859891 -4.096201 -1.87 -1.89 -0.17 -0.2369
H -2.845724 -3.355572 -5.763572 0.32 -0.18 0.17 0.0819
H -1.616858 -2.102598 -6.064763 -0.43 -0.47 -0.22 0.0809
H -3.058192 -1.732229 -5.163871 0.18 -0.53 0.15 0.0600
C -0.576666 -3.852905 -4.135523 0.20 -0.39 1.53 -0.1369
C -0.511529 -4.832502 -5.223618 -0.30 -0.58 -0.52 -0.1170
H 0.135135 -4.159541 -3.309076 -1.48 0.79 -0.95 0.1070
H 0.101780 -4.462255 -6.029643 0.11 -0.15 -0.74 0.0733
H -1.505069 -5.171937 -5.568880 0.44 0.38 -0.16 0.0813
H -0.038938 -5.698416 -4.793006 0.34 -0.58 -0.23 0.0615
Sc 0.553748 1.880753 0.606696 0.41 -0.91 -0.10 0.2763
Cl -1.763506 2.619931 0.853764 0.23 0.33 0.05 0.0403
Cl 1.697525 3.366845 -0.890495 -0.20 0.08 0.30 0.0174
H 2.090523 6.279300 3.552581 -0.20 -0.23 0.07 0.0936
H -0.854545 6.638427 3.100399 -0.17 0.06 0.15 0.0906
C 1.930452 5.746509 2.609180 0.10 -0.48 -0.09 -0.0185
C -0.497194 6.131915 2.205411 -0.34 0.13 1.16 -0.0284
N 0.567306 5.190136 2.558787 0.22 -0.87 -0.18 -0.1484
H 2.674230 4.945090 2.520001 -0.30 0.24 -0.07 0.0962
C 0.291098 3.870142 2.695164 1.35 0.16 -0.57 -0.3155
O 1.103148 2.926552 2.422263 -0.71 1.36 0.59 -0.1619
H -1.335550 5.644012 1.722475 0.05 -0.23 -0.10 0.0775
H -0.691925 3.588613 3.070610 -0.22 0.39 -0.34 0.1090
H 2.078600 6.492492 1.830661 -0.07 -0.28 -0.27 0.0883
H -0.117117 6.921096 1.568395 0.27 -0.20 -0.33 0.0906
H 2.357658 -0.118232 -2.943160 0.53 0.09 0.42 0.0523
H 2.751202 -2.372975 -2.672025 0.28 0.06 0.42 0.1016
C 3.136095 0.131841 -2.206364 0.11 -0.41 -0.94 -0.0467
C 3.323805 -2.241833 -1.734960 0.15 -0.08 -0.03 -0.0273
N 3.086711 -0.910115 -1.214243 -0.79 0.42 0.82 -0.1521
H 2.949313 1.137843 -1.828831 0.22 -0.38 0.31 0.0423
C 2.575784 -0.670369 -0.021940 -0.38 0.82 0.03 -0.2851
O 2.253686 0.477364 0.399941 0.73 -1.12 0.04 -0.2149
H 3.006305 -3.013300 -1.017953 0.29 0.34 -0.21 0.0829
H 2.446613 -1.585547 0.569088 -0.07 0.19 0.25 0.1421
H 4.110380 0.042144 -2.701247 -0.11 0.37 -0.03 0.1120
H 4.398049 -2.289125 -1.955386 -0.25 -0.45 -0.02 0.1009
O -0.755156 -1.076244 -3.433829 2.07 2.43 2.83 -0.3483
C -1.753081 -1.963059 -2.935736 2.17 0.36 -0.04 -0.3018
C -0.059961 -3.009868 -1.435016 0.40 -0.13 -0.52 -0.1066
C -1.363163 -2.500923 -1.566731 -0.21 0.96 0.09 -0.2175
H 0.672916 -2.749855 -2.230422 -0.88 -0.36 0.75 0.0943
C 0.307681 -3.812833 -0.366912 0.20 0.61 -0.05 -0.0971
H -2.799382 -1.602538 -3.010953 0.44 0.12 0.45 0.1504
C -2.162082 -2.363360 -0.425320 0.47 -1.44 0.85 -0.0482
H 1.284707 -4.309636 -0.347911 -0.39 0.19 0.07 0.1002
C -0.573363 -3.910721 0.697461 -1.38 0.24 0.76 -0.1102
C -1.770743 -3.158329 0.708045 -0.25 0.71 -0.17 -0.0849
H -3.026547 -1.657367 -0.365540 0.65 -1.01 -0.30 0.1259
H -0.362602 -4.538238 1.565959 0.08 0.15 -0.26 0.0952
H -2.417186 -3.151686 1.623945 0.74 -0.06 -0.97 0.1007
Si -0.579119 0.798520 -3.582744 -0.86 -1.08 -0.96 0.5086
Cl -0.293462 0.233293 -0.888755 -0.08 0.17 -0.37 0.3355
C 1.197252 1.358255 -4.122768 -0.37 -0.49 -0.19 -0.1859
C -1.321933 2.477201 -3.038293 -0.22 -0.66 0.67 -0.2237
C -1.719409 0.182387 -4.920338 -0.38 2.57 -1.73 -0.2097
H 1.696492 0.471358 -4.616056 -0.17 1.23 0.46 0.0439
H 1.708131 1.724352 -3.202531 -0.33 -0.30 -1.00 -0.0315
H 1.176908 2.238455 -4.831428 -0.39 -1.07 0.60 0.0590
H -1.172327 -0.546719 -5.548375 -0.58 1.03 0.45 0.0385
H -2.057739 1.025730 -5.530652 -0.35 -0.05 -0.51 0.0304
H -2.616726 -0.260989 -4.436818 0.81 0.76 -0.43 0.0353
H -2.198090 2.339057 -2.365117 0.52 0.31 -0.45 0.0221
H -1.647438 2.916078 -3.996181 0.01 -0.08 0.32 0.0286
H -0.581511 3.146311 -2.563887 -0.38 -0.39 -0.10 -0.0146
Br 2.034812 -3.163042 4.035669 -0.34 0.58 -0.03 0.7148
C 0.699791 -1.846901 3.619118 -0.74 -0.44 0.40 -0.6314
C -0.626351 -2.050327 4.061202 0.53 1.49 -1.43 -0.0831
C -1.589932 -1.137812 3.586141 1.72 -0.01 -0.23 -0.0370
C -1.198235 -0.138991 2.679600 -0.23 -0.83 0.45 -0.1414
N 0.063498 -0.003232 2.279025 0.25 1.21 0.26 0.0116
C 1.020196 -0.762565 2.811639 -0.09 -0.66 0.06 -0.1793
H -0.858294 -2.873408 4.696124 -0.22 -0.40 0.35 0.0960
H -2.607267 -1.177703 3.874775 -0.80 -0.21 0.33 0.0973
H -1.918170 0.572757 2.273501 0.20 -0.32 0.00 0.0436
H 2.063123 -0.529996 2.590106 -0.41 -0.06 -0.19 0.1061
```
Forces are in eV/Å.



Number 1: Kohn-Sham gap 7.23 eV. Number 2: Kohn-Sham gap 8.03 eV. Number 3: Kohn-Sham gap 7.56 eV.